DFT (ωB97M-V/def2-TZVPD) results for a 2-piece molecular cluster, C32H46F3N2O8P3S overall in a non-equilibrium geometry.

Values from the calculation:
**Kohn-Sham gap**: 6.9 eV
**F_max**: 1.2 eV Å⁻¹
**Highest occupied orbital energy**: -8.2 eV
**SMILES**: CCCCCCCCCCCCCCc1cc(P(=N)(O)O)c([PH2]=S)c2c1C(=O)c1cccc(P(=N)(O)O)c1C2=O.CCOC(=O)C(F)(F)F

```
! RIJCOSX wB97M-V def2-TZVPD def2/J DEFGRID3
* xyz 0 1
C -2.648 2.420 0.114
C -1.286 2.856 -0.409
C -0.427 3.536 0.664
C 1.072 3.397 0.384
C 1.598 2.042 0.881
C 1.953 2.020 2.385
C 3.323 1.383 2.697
C 3.331 0.466 3.932
C 3.314 -1.033 3.581
C 2.250 -1.873 4.295
C 0.825 -1.355 4.154
C 0.271 -1.401 2.717
C -1.145 -1.954 2.668
C -1.810 -1.962 1.286
C -1.193 -2.968 0.356
C -1.540 -4.303 0.558
C -1.030 -5.337 -0.213
P -1.493 -7.015 0.300
N -0.315 -8.008 0.244
O -2.752 -7.335 -0.623
O -2.219 -6.826 1.730
C -0.195 -5.051 -1.297
P 0.238 -6.376 -2.482
S -0.381 -6.041 -4.301
C 0.205 -3.720 -1.493
C -0.289 -2.698 -0.672
C 0.174 -1.306 -0.919
O 0.090 -0.440 -0.070
C 0.768 -0.985 -2.244
C 0.823 0.359 -2.601
C 1.443 0.716 -3.779
C 2.011 -0.265 -4.579
C 1.976 -1.615 -4.251
P 2.833 -2.688 -5.463
N 3.331 -2.040 -6.783
O 1.778 -3.844 -5.740
O 4.018 -3.411 -4.677
C 1.317 -1.981 -3.051
C 1.263 -3.373 -2.508
O 2.130 -4.181 -2.767
H -3.280 2.036 -0.686
H -2.543 1.625 0.856
H -3.144 3.263 0.594
H -0.738 1.984 -0.780
H -1.426 3.547 -1.242
H -0.708 4.588 0.716
H -0.656 3.079 1.631
H 1.628 4.199 0.873
H 1.226 3.452 -0.696
H 0.784 1.330 0.734
H 2.456 1.720 0.293
H 1.907 3.035 2.785
H 1.191 1.446 2.917
H 4.055 2.178 2.839
H 3.613 0.801 1.823
H 4.227 0.681 4.517
H 2.490 0.716 4.578
H 3.204 -1.153 2.500
H 4.289 -1.457 3.827
H 2.508 -1.933 5.356
H 2.294 -2.888 3.891
H 0.172 -1.940 4.806
H 0.759 -0.323 4.501
H 0.277 -0.395 2.293
H 0.922 -2.001 2.074
H -1.102 -2.992 3.014
H -1.791 -1.387 3.341
H -2.847 -2.274 1.442
H -1.840 -0.967 0.854
H -2.220 -4.530 1.366
H -0.136 -8.521 1.097
H -3.581 -7.385 -0.134
H -1.534 -6.746 2.406
H -0.411 -7.478 -1.945
H 1.606 -6.605 -2.323
H 0.394 1.087 -1.928
H 1.499 1.755 -4.072
H 2.508 0.048 -5.484
H 3.170 -1.053 -6.887
H 1.921 -4.165 -6.642
H 3.943 -3.342 -3.720
C -2.221 9.440 -0.560
C -3.113 8.918 0.543
O -4.109 8.010 0.019
C -3.720 6.760 -0.155
O -2.644 6.292 0.069
C -4.901 5.913 -0.676
F -5.576 6.551 -1.633
F -5.742 5.652 0.333
F -4.451 4.763 -1.162
H -2.816 9.912 -1.341
H -1.528 10.178 -0.156
H -1.642 8.634 -1.009
H -3.687 9.719 1.002
H -2.542 8.412 1.319
*
```